#A
Formula: CHN3O2
Source: OMol25
Level of theory: wB97M-V/def2-TZVPD

For the lowest unoccupied orbital energy, the calculation gives 0.676 eV. For the HOMO-LUMO gap, the calculation gives 11.9 eV. As for the SMILES: N#[N+][O-].N=C=O.

The geometry in ORCA input format:
```
! wB97M-V def2-TZVPD RIJCOSX def2/J DEFGRID3
* xyz 0 1
C 0.8977 -0.8612 -0.1496
N -1.7987 1.3606 -0.5238
N -1.5663 0.6096 0.2483
N 1.1194 0.2796 0.0148
O 0.5537 -1.9400 -0.2036
O -1.2086 -0.2080 0.9629
H 2.0028 0.7594 -0.3490
*
```

***

#B
Formula: CHN3O2
Source: OMol25
Level of theory: wB97M-V/def2-TZVPD

For the lowest unoccupied orbital energy, the calculation gives 0.649 eV. For the HOMO-LUMO gap, the calculation gives 11.6 eV. As for the SMILES: O=c1[nH]nno1.

The geometry in ORCA input format:
```
! wB97M-V def2-TZVPD RIJCOSX def2/J DEFGRID3
* xyz 0 1
O 1.8467 -0.7845 -0.0127
C 0.6951 -0.4622 -0.0580
N 0.0713 0.7083 0.3090
N -1.2471 0.6583 0.0568
N -1.5215 -0.4607 -0.4162
O -0.3555 -1.2152 -0.5100
H 0.5110 1.5561 0.6310
*
```

***

Which one is the least stable? From the structures above, #A.